[1]
{
  "formula": "C18H45N3O10PbS",
  "method": "ωB97M-V/def2-TZVPD",
  "orbital_gap_ha": [0.3621, 0.1681],
  "multiplicity": 2,
  "charge": 1,
  "elements": ["Pb", "S", "O", "O", "O", "O", "C", "O", "C", "C", "N", "C", "C", "O", "C", "H", "H", "H", "H", "H", "H", "H", "H", "H", "H", "H", "H", "H", "H", "H", "C", "O", "C", "C", "N", "C", "C", "O", "C", "H", "H", "H", "H", "H", "H", "H", "H", "H", "H", "H", "H", "H", "H", "H", "C", "O", "C", "C", "N", "C", "C", "O", "C", "H", "H", "H", "H", "H", "H", "H", "H", "H", "H", "H", "H", "H", "H", "H"],
  "xyz": [[24.90973, 19.56975, -21.05165], [22.33895, 20.53187, -19.76712], [20.91540, 20.74947, -19.52725], [23.19217, 20.79602, -18.68899], [22.62516, 19.12916, -20.14007], [22.86530, 21.21755, -20.92695], [24.20500, 17.34366, -18.55972], [24.70482, 17.42174, -19.87918], [24.29529, 16.27907, -20.65006], [25.22616, 16.23161, -21.90051], [25.28027, 17.49723, -22.64522], [26.55294, 17.65637, -23.43813], [27.78977, 18.07275, -22.62537], [27.50534, 19.12288, -21.72656], [28.60094, 19.88470, -21.17959], [23.13391, 17.14425, -18.52633], [24.21140, 18.27246, -17.98930], [24.75267, 16.69673, -17.87441], [23.22315, 16.37302, -20.82268], [24.44192, 15.39434, -20.03051], [24.90565, 15.38490, -22.50753], [26.19736, 15.94530, -21.49690], [24.52593, 17.53578, -23.31573], [26.28610, 18.37156, -24.21620], [26.77464, 16.72864, -23.96564], [28.59684, 18.37297, -23.29366], [28.15144, 17.17304, -22.12755], [28.34496, 20.76299, -20.58698], [29.37194, 20.09258, -21.92150], [29.13398, 19.19949, -20.52046], [26.98679, 21.82715, -23.24370], [26.30840, 21.68960, -21.97828], [26.50815, 22.81021, -21.04038], [25.61185, 22.71520, -19.82861], [25.65607, 21.35842, -19.23789], [26.61197, 21.17431, -18.16421], [26.63097, 19.75646, -17.60659], [26.95774, 18.93980, -18.72439], [27.57396, 17.71489, -18.49592], [26.56211, 21.17772, -24.00920], [28.06514, 21.73075, -23.11729], [26.87065, 22.82492, -23.66685], [26.24585, 23.72469, -21.57237], [27.54086, 22.80960, -20.69162], [24.58846, 22.90073, -20.15471], [25.85669, 23.46695, -19.07826], [24.69449, 21.26559, -18.94319], [26.36958, 21.83448, -17.33143], [27.63133, 21.43297, -18.45073], [25.66898, 19.51093, -17.15671], [27.39048, 19.73216, -16.82515], [28.60451, 17.87804, -18.18056], [27.51081, 17.00005, -19.31635], [27.07373, 17.15877, -17.70308], [21.39660, 23.80133, -25.72522], [22.62155, 23.08256, -25.44014], [22.36846, 21.83168, -24.72585], [23.67938, 21.06583, -24.43974], [23.59780, 20.11149, -23.30925], [22.56817, 19.08671, -23.55291], [22.57446, 18.23832, -24.91352], [23.75046, 17.41236, -24.81409], [23.95380, 16.59297, -25.95923], [21.61961, 24.74932, -26.21480], [20.80982, 23.79510, -24.80666], [20.93818, 23.14076, -26.46115], [21.75754, 21.08367, -25.23117], [21.86044, 22.10310, -23.80046], [24.41855, 21.80010, -24.11947], [24.08002, 20.62723, -25.35365], [23.18189, 20.66497, -22.57387], [21.59581, 19.57513, -23.48917], [22.62354, 18.43827, -22.67852], [22.60613, 18.95595, -25.73334], [21.64081, 17.67958, -24.97839], [24.58720, 15.74187, -25.70915], [24.32013, 17.19607, -26.78999], [23.02286, 16.17011, -26.33692]],
  "mulliken_charge": [1.774, 1.094, -0.651, -0.747, -0.554, -0.614, -1.180, 0.429, -1.006, -0.866, 0.899, -0.950, -1.107, 0.369, -1.250, 0.393, 0.156, 0.360, 0.395, 0.519, 0.373, 0.401, -0.095, 0.318, 0.468, 0.503, 0.430, 0.222, 0.444, 0.259, -1.244, 0.315, -0.645, -1.152, 0.099, -1.244, -0.557, 0.171, -1.190, 0.241, 0.252, 0.461, 0.529, 0.426, 0.347, 0.428, 0.489, 0.551, 0.428, 0.258, 0.461, 0.366, 0.172, 0.435, -0.687, -0.392, -0.674, -1.223, 0.707, -1.424, -1.111, -0.414, -0.987, 0.249, 0.295, 0.299, 0.338, 0.397, 0.171, 0.685, 0.369, 0.793, 0.493, 0.409, 0.546, 0.309, 0.307, 0.363]
}



[2]
{
  "formula": "C21H33FN5PtS",
  "method": "ωB97M-V/def2-TZVPD",
  "relative_energy_ev": 0.000,
  "orbital_gap_ha": 0.2600,
  "charge": 1,
  "elements": ["Pt", "N", "C", "C", "N", "H", "H", "H", "H", "H", "H", "H", "H", "C", "C", "C", "C", "C", "C", "C", "C", "C", "C", "C", "C", "N", "C", "C", "C", "C", "C", "C", "F", "H", "H", "H", "H", "H", "H", "H", "H", "H", "H", "H", "H", "H", "H", "H", "H", "H", "H", "H", "H", "H", "N", "C", "N", "S", "H", "H", "H", "H"],
  "xyz": [[1.75451, 0.13099, -0.21909], [3.65414, 0.69623, -0.93011], [3.62901, 2.16584, -1.15170], [2.30877, 2.52938, -1.80553], [1.20405, 1.99365, -0.97502], [4.40904, 0.43377, -0.30276], [3.83114, 0.21104, -1.80691], [4.46922, 2.49747, -1.76289], [3.70622, 2.64452, -0.17500], [2.23331, 2.06888, -2.79126], [2.23043, 3.60988, -1.93079], [0.33856, 1.90325, -1.50854], [0.99272, 2.60860, -0.19228], [-3.05400, 1.92069, 1.40041], [-1.86688, 2.15658, 0.46036], [-1.83831, 3.62663, 0.03194], [-1.90899, 1.19283, -0.71505], [-2.77200, 1.44858, -1.77555], [-2.84653, 0.59460, -2.86426], [-2.07629, -0.55337, -2.88534], [-1.22203, -0.86685, -1.83221], [-0.46281, -2.17796, -1.85293], [0.64822, -2.16265, -2.90528], [-1.39694, -3.36887, -2.07538], [-1.11210, 0.02481, -0.75179], [-0.16156, -0.21068, 0.28466], [-0.63937, -0.55366, 1.53880], [-1.69563, -1.46614, 1.69883], [-2.20546, -1.78720, 2.94422], [-1.67589, -1.21928, 4.09667], [-0.63436, -0.31099, 3.97897], [-0.15447, -0.00209, 2.72541], [0.84303, 0.95128, 2.64986], [-2.99987, 2.58960, 2.26126], [-3.07752, 0.89445, 1.76573], [-3.99325, 2.11710, 0.87864], [-0.95468, 1.94725, 1.02463], [-2.78015, 3.92713, -0.42801], [-1.04832, 3.84363, -0.69302], [-1.68702, 4.26769, 0.90176], [-3.39726, 2.33233, -1.75451], [-3.51486, 0.81850, -3.68538], [-2.15541, -1.23144, -3.72665], [-0.01121, -2.29829, -0.86765], [0.22759, -2.07472, -3.90937], [1.23746, -3.08097, -2.86640], [1.32206, -1.31451, -2.75211], [-1.87914, -3.33015, -3.05344], [-2.18241, -3.40044, -1.31857], [-0.83521, -4.30303, -2.02261], [-2.11860, -1.91140, 0.80621], [-3.02293, -2.49249, 3.01637], [-2.07226, -1.46855, 5.07071], [-0.20890, 0.18424, 4.84227], [3.82285, -3.14873, 2.21454], [3.17848, -2.03457, 1.84790], [3.13598, -1.01719, 2.69707], [2.43647, -2.01230, 0.31442], [4.08525, -3.31551, 3.17131], [3.84633, -3.92849, 1.57967], [3.56309, -1.06836, 3.60724], [2.55467, -0.22058, 2.47750]],
  "nbo_charge": [0.650, -0.781, -0.237, -0.240, -0.790, 0.409, 0.403, 0.221, 0.213, 0.216, 0.225, 0.436, 0.413, -0.599, -0.249, -0.602, -0.071, -0.217, -0.202, -0.210, -0.050, -0.250, -0.599, -0.597, 0.206, -0.738, 0.175, -0.259, -0.202, -0.227, -0.269, 0.302, -0.369, 0.212, 0.222, 0.208, 0.204, 0.214, 0.184, 0.219, 0.215, 0.221, 0.215, 0.217, 0.212, 0.214, 0.190, 0.205, 0.213, 0.213, 0.222, 0.224, 0.225, 0.231, -0.764, 0.331, -0.766, -0.079, 0.409, 0.427, 0.408, 0.444]
}



[3]
{
  "formula": "C42H47HgN8O2S3",
  "method": "ωB97M-V/def2-TZVPD",
  "relative_energy_ev": 0.000,
  "orbital_gap_ha": [0.1743, 0.2130],
  "multiplicity": 2,
  "charge": -2,
  "elements": ["Hg", "C", "C", "N", "N", "C", "N", "S", "C", "C", "C", "C", "C", "N", "H", "H", "H", "H", "H", "H", "H", "H", "H", "H", "C", "C", "C", "C", "C", "C", "C", "C", "C", "S", "C", "N", "H", "H", "H", "H", "H", "H", "H", "H", "C", "C", "C", "C", "C", "C", "C", "S", "O", "O", "N", "C", "C", "C", "C", "C", "N", "H", "H", "H", "H", "H", "H", "H", "H", "H", "H", "H", "C", "C", "C", "C", "C", "C", "C", "C", "N", "C", "C", "C", "C", "H", "H", "H", "H", "H", "H", "H", "H", "H", "H", "H", "H", "H", "H", "H", "H", "H", "H"],
  "xyz": [[-0.51236, 0.19877, -0.94104], [1.11316, -4.01266, -2.40380], [0.32704, -2.77921, -2.04664], [0.92531, -1.71644, -1.49844], [2.22423, -1.48427, -1.90719], [3.21850, -1.11397, -1.10309], [4.22842, -0.43129, -1.78852], [3.32348, -1.43195, 0.52456], [-1.07803, -2.72999, -2.23909], [-1.83785, -3.84506, -2.69797], [-3.17458, -3.71162, -2.94945], [-3.80532, -2.46890, -2.76179], [-3.02646, -1.42732, -2.29347], [-1.72972, -1.53371, -2.03573], [2.04205, -4.03121, -1.83393], [1.35961, -4.07088, -3.47036], [0.55473, -4.91022, -2.14031], [2.37616, -1.35654, -2.90221], [3.86124, 0.32949, -2.35221], [4.90784, -0.08972, -1.12387], [-1.35651, -4.79987, -2.84939], [-3.74483, -4.56770, -3.29450], [-4.85906, -2.32276, -2.95426], [-3.44735, -0.44214, -2.11555], [-4.14691, -2.04669, 1.19509], [-4.45660, -0.58813, 1.34281], [-5.37951, -0.18648, 2.34730], [-5.70635, 1.12265, 2.45951], [-5.12413, 2.07498, 1.58899], [-5.47575, 3.43980, 1.65180], [-4.88642, 4.31357, 0.78211], [-3.93047, 3.86957, -0.14015], [-3.53238, 2.54249, -0.24579], [-2.28788, 2.17143, -1.41449], [-4.17832, 1.60231, 0.64155], [-3.87915, 0.27438, 0.54378], [-5.04063, -2.58557, 0.86465], [-3.82976, -2.47452, 2.14512], [-3.35627, -2.19957, 0.47094], [-5.79416, -0.93236, 3.01476], [-6.40433, 1.46290, 3.21856], [-6.20629, 3.76890, 2.38287], [-5.14636, 5.36647, 0.81020], [-3.45478, 4.58354, -0.80102], [4.81674, -4.55196, 4.69395], [3.49508, -4.17238, 4.07816], [3.15201, -2.84128, 3.88705], [1.93631, -2.48833, 3.31580], [1.04342, -3.47304, 2.93574], [1.37387, -4.81118, 3.11265], [2.59033, -5.15371, 3.67854], [-0.57316, -3.09197, 2.26304], [-1.44816, -3.12454, 3.42858], [-0.80803, -4.11012, 1.26639], [-0.48533, -1.69368, 1.55469], [-0.64362, -0.51078, 2.18834], [-0.75380, -0.30450, 3.58886], [-0.91639, 0.96519, 4.08246], [-0.98272, 2.05793, 3.21719], [-0.86800, 1.79562, 1.87073], [-0.69578, 0.57246, 1.37287], [5.51622, -3.71674, 4.66143], [5.26854, -5.39289, 4.16489], [4.69702, -4.84731, 5.73982], [3.85726, -2.06303, 4.15633], [1.70444, -1.44883, 3.13579], [0.67484, -5.56785, 2.78201], [2.84980, -6.20029, 3.80420], [-0.74082, -1.16012, 4.24699], [-1.00287, 1.11263, 5.15380], [-1.12884, 3.06826, 3.57197], [-0.92589, 2.58584, 1.12852], [3.75251, 5.65873, -2.04929], [3.13896, 4.44675, -1.38962], [3.33466, 4.21465, -0.03593], [2.72453, 3.09810, 0.55180], [2.90818, 2.80086, 2.01876], [1.94900, 2.25789, -0.21017], [1.71880, 2.44299, -1.60261], [2.35882, 3.58822, -2.15630], [0.95578, 1.53681, -2.24845], [0.74270, 1.65954, -3.69249], [0.12671, 3.02195, -4.12730], [-0.24302, 0.57103, -4.12449], [2.05120, 1.38210, -4.46216], [4.50211, 6.12068, -1.40400], [2.99111, 6.41185, -2.27074], [4.23203, 5.39476, -2.99520], [3.95227, 4.88213, 0.55706], [3.74204, 3.37005, 2.43564], [3.10045, 1.73777, 2.17309], [2.00712, 3.05117, 2.58563], [1.51850, 1.37972, 0.25953], [2.24529, 3.83335, -3.20140], [-0.16778, 3.60003, -3.25259], [-0.77310, 2.85794, -4.72369], [0.81508, 3.62315, -4.72705], [-0.34969, 0.57942, -5.21356], [0.09862, -0.41614, -3.80667], [-1.22666, 0.74482, -3.68521], [2.35659, 0.34976, -4.26937], [1.89931, 1.49295, -5.54011], [2.86213, 2.04307, -4.15420]],
  "mulliken_charge": [2.803, -2.082, -0.190, 0.282, -0.194, -0.060, -0.630, -0.236, 1.031, -1.288, -0.479, -1.108, -0.401, 0.501, 0.408, 0.235, 0.582, 0.278, 0.238, 0.317, 0.301, 0.358, 0.438, 0.247, -1.159, 0.875, -0.950, -0.939, 1.071, -0.845, -0.595, -0.560, 0.711, -0.412, -1.096, 0.391, 0.484, 0.325, -0.157, 0.438, 0.341, 0.318, 0.335, 0.442, -1.520, 1.111, -0.716, -0.355, -0.024, -0.803, -0.701, 1.350, -0.732, -0.745, 0.359, -0.384, -0.558, -0.799, -1.350, -0.691, 0.817, 0.340, 0.368, 0.292, 0.288, 0.465, 0.437, 0.329, 0.616, 0.368, 0.513, 0.539, -1.680, 0.269, -0.965, 0.316, -1.509, 0.425, -0.415, -0.525, 0.650, 1.912, -2.065, -1.870, -1.586, 0.360, 0.306, 0.338, 0.234, 0.400, 0.204, 0.229, 0.353, 0.317, 0.310, 0.452, 0.457, 0.621, -0.090, 0.395, 0.213, 0.452, 0.306]
}